[1]
DFT (ωB97M-V/def2-TZVPD) results for a gas-phase ion, C10H19BrNO6S2 (charge -1) in a non-equilibrium geometry.

Computed properties:
Charge: -1
HOMO-LUMO gap in eV: 8.71
Electronic energy in a.u.: -4268.7806
SMILES string: CC(=O)OCCCCCS(=O)(=O)N=[S@](=O)([O-])C[C@@H](C)Br

The geometry in XYZ format:
```
39
Properties=species:S:1:pos:R:3:forces:R:3:lowdin_charge:R:1
C 0.8863 2.9662 0.0941 -0.568 -0.863 0.202 -0.0329
C 2.2056 2.4659 0.9321 4.617 3.713 -1.589 -0.2630
O 3.3682 3.1331 0.6895 -7.213 -4.910 2.245 -0.0533
O 2.1036 1.3419 1.9082 -0.106 1.369 -3.126 -0.1243
C 1.9586 0.0510 1.1898 0.897 -1.320 -0.911 -0.2038
C 1.4329 -1.1690 2.1493 0.901 0.436 0.686 -0.1738
C 0.1221 -0.8239 3.0680 -0.461 -0.125 -0.136 -0.2089
C -0.9738 0.1812 2.3814 -1.014 0.482 0.594 -0.2183
C -2.0534 -0.5932 1.3721 0.258 -0.396 1.406 -0.2491
S -2.9365 0.6353 0.2043 -5.640 3.147 0.161 0.6465
O -3.5274 1.7342 1.1713 3.158 -3.370 -2.531 -0.4507
O -4.1728 0.0033 -0.5001 4.754 0.654 1.947 -0.4298
N -1.8406 1.4776 -0.8621 -0.484 -3.616 -0.263 -0.3528
S -1.5872 0.6293 -2.3669 -3.224 4.294 -5.089 0.6623
O -0.6563 1.5617 -3.2368 -1.513 -3.345 3.719 -0.4485
O -2.9072 0.4923 -3.2194 4.330 -0.545 3.447 -0.4362
C -0.8672 -1.0932 -2.1875 0.242 -1.892 -0.019 -0.3069
C 0.3805 -1.4315 -3.1967 0.934 1.057 1.265 -0.6761
C 1.6961 -1.7780 -2.2605 0.414 -0.889 0.301 -0.1667
Br -0.1748 -3.0056 -4.3602 0.599 0.932 0.802 0.5532
H -0.0994 3.0388 0.7625 2.286 -0.510 -1.427 0.0960
H 0.7083 2.1576 -0.7595 0.129 1.775 1.849 0.0721
H 1.0007 4.0078 -0.4315 0.417 -2.171 1.241 0.1016
H 1.3099 0.1320 0.2075 0.993 0.103 2.126 0.1108
H 3.0605 -0.2416 0.8357 -2.351 0.525 0.639 0.1420
H 2.3226 -1.3966 2.9119 -1.890 0.384 -1.701 0.1191
H 1.3192 -2.1365 1.4739 0.051 2.125 1.310 0.1124
H -0.4483 -1.8331 3.3259 1.265 2.031 -0.477 0.1160
H 0.4707 -0.3559 4.1018 -0.671 -0.915 -2.329 0.1193
H -0.5120 1.1468 1.8799 -0.794 -2.281 0.911 0.0926
H -1.6497 0.5926 3.2756 1.488 -0.815 -2.048 0.1243
H -2.9231 -0.9918 2.0848 1.743 0.842 -1.901 0.1200
H -1.5849 -1.5024 0.8035 -0.890 1.843 0.868 0.0869
H -1.7292 -1.8773 -2.4464 1.671 2.144 0.767 0.1015
H -0.5071 -1.2781 -1.0801 -0.762 0.616 -2.227 0.0725
H 0.6630 -0.5765 -3.9445 -0.917 -1.609 1.572 0.1009
H 2.2610 -0.8180 -1.8723 -1.377 -1.682 -1.026 0.0863
H 1.3953 -2.3884 -1.2815 0.411 1.256 -2.191 0.0808
H 2.4861 -2.4578 -2.8171 -1.681 1.525 0.934 0.0779
```
Positions in Å, forces in eV/Å.

[2]
DFT (ωB97M-V/def2-TZVPD) results for a single C19H18N2O6 molecule.

Computed properties:
HOMO-LUMO gap in eV: 8.24
Electronic energy in a.u.: -1295.7273
ΔE to the lowest compared entry with this formula, charge and spin in kJ/mol: 436.8
SMILES string: COc1cc(/C=C/C(=O)OCC(=O)NCc2ccco2)ccc1OCC#N

The geometry in XYZ format:
```
45
Properties=species:S:1:pos:R:3:forces:R:3:lowdin_charge:R:1
C -4.0657 -1.9156 -2.0273 0.014 -0.240 -0.133 -0.0658
O -4.3758 -0.7058 -1.3748 0.235 0.520 0.239 -0.1278
C -3.5017 -0.2216 -0.4383 -0.277 0.126 -0.025 -0.1853
C -2.2211 -0.7182 -0.2610 0.137 0.040 0.117 0.0450
C -1.3320 -0.1797 0.6749 -0.687 0.328 -0.065 -0.2128
C -0.0129 -0.7607 0.7828 0.765 -0.126 0.360 -0.0086
C 0.9447 -0.4188 1.6580 -0.508 -0.033 -0.289 0.0185
C 2.2834 -1.0023 1.6403 0.400 0.035 0.163 -0.4860
O 3.2129 -0.5641 2.2906 -0.282 -0.118 0.029 0.0821
O 2.3960 -2.0573 0.8196 -0.338 -0.008 -0.036 0.0127
C 3.6938 -2.6112 0.6160 0.414 -0.059 -0.116 -0.0499
C 4.4169 -1.7654 -0.4469 -0.088 -0.374 0.492 -0.4645
O 4.5199 -2.1148 -1.6008 -0.093 -0.170 -0.364 0.0774
N 4.8881 -0.6022 0.0459 0.322 0.431 0.269 0.0838
C 5.1736 0.5237 -0.8211 -0.267 -0.128 -0.201 -0.0794
C 4.0894 1.5442 -0.6757 0.663 0.646 0.162 -0.2586
C 4.1145 2.8758 -0.3847 0.148 -0.662 -0.185 -0.0228
C 2.7615 3.2913 -0.3147 -0.490 -0.319 -0.090 -0.0596
C 2.0174 2.1805 -0.5579 -0.159 0.887 0.183 -0.1203
O 2.8099 1.1192 -0.7787 0.159 -0.519 -0.127 0.0459
C -1.7601 0.9031 1.4445 0.094 -0.217 -0.161 -0.0204
C -3.0349 1.3975 1.2896 -0.234 -0.099 -0.176 0.0155
C -3.9266 0.8507 0.3699 0.407 -0.215 0.031 -0.1850
O -5.1478 1.4592 0.3393 -0.061 0.044 -0.110 -0.0133
C -6.2637 0.8405 -0.2710 -0.185 0.628 -0.464 -0.1598
C -6.5093 -0.5011 0.2231 -0.036 -0.013 0.159 -0.1891
N -6.6777 -1.5534 0.6344 -0.166 -0.554 0.205 0.1844
H -3.8759 -2.7168 -1.3083 -0.001 0.025 -0.010 0.1040
H -3.2072 -1.8022 -2.6960 -0.029 -0.012 0.044 0.0975
H -4.9492 -2.1620 -2.6140 0.093 -0.037 0.018 0.0988
H -1.8833 -1.5447 -0.8657 0.009 -0.090 -0.086 0.1130
H 0.2135 -1.5452 0.0724 0.059 -0.059 -0.046 0.1263
H 0.8167 0.3584 2.3956 -0.011 0.061 0.048 0.1178
H 4.2530 -2.6250 1.5571 -0.104 -0.037 -0.119 0.1337
H 3.5319 -3.6215 0.2398 0.077 0.198 0.016 0.1367
H 4.6769 -0.3763 1.0132 -0.050 -0.193 -0.193 0.1174
H 5.2150 0.1309 -1.8426 0.092 0.102 0.143 0.1308
H 6.1360 0.9714 -0.5615 -0.120 0.029 -0.125 0.1310
H 4.9837 3.4843 -0.2429 0.247 0.064 0.045 0.1076
H 2.4009 4.2775 -0.1071 -0.160 0.181 0.038 0.0992
H 0.9586 2.0160 -0.5960 -0.138 -0.114 -0.029 0.1164
H -1.1008 1.3564 2.1658 0.077 0.071 0.103 0.1101
H -3.3853 2.2256 1.8851 -0.051 0.088 0.072 0.1252
H -6.1611 0.8017 -1.3638 -0.065 0.045 0.318 0.1366
H -7.1161 1.4781 -0.0073 0.189 -0.154 -0.105 0.1418
```
Positions in Å, forces in eV/Å.

[3]
DFT (ωB97M-V/def2-TZVPD) results for a molecular structure, C16H31CaNOP2 in a non-equilibrium geometry.

Computed properties:
HOMO-LUMO gap (spin up / spin down) in eV: 4.51 / 3.57
Electronic energy in a.u.: -2118.2641

The geometry in XYZ format:
```
52
Properties=species:S:1:pos:R:3:forces:R:3:lowdin_charge:R:1
P 0.5631 -2.3661 -1.9218 0.778 0.921 -0.955 0.9087
P 0.5264 2.5432 -1.5738 -1.169 -1.198 -0.973 0.9522
C 0.6591 -0.8049 -2.9266 -1.063 0.993 -1.474 -0.4126
C 1.0285 0.6555 -2.5129 0.749 1.565 1.202 -0.3251
H -0.0009 -0.7887 -3.8420 0.194 -0.451 1.183 -0.0087
H 1.5573 -1.0109 -3.5123 0.079 -0.272 0.086 0.0473
H 1.7820 0.4857 -1.7242 0.345 0.444 -0.502 0.0317
H 1.4122 1.1593 -3.4366 0.128 -1.036 0.888 0.0299
C -1.0582 3.2010 -2.3646 -0.018 -0.676 -0.473 -0.3411
H -1.9415 3.0067 -1.7362 0.444 0.184 -0.267 0.0186
H -1.1937 2.7632 -3.3770 0.105 0.192 0.759 -0.0337
H -0.9720 4.2507 -2.6434 0.164 0.223 0.524 0.0420
C 1.6532 3.5594 -2.6259 0.331 -0.136 -0.060 -0.3549
H 1.3180 3.8082 -3.6458 0.029 -0.271 0.376 0.0338
H 2.6353 3.0727 -2.6650 -0.081 0.208 -0.046 0.0342
H 1.7686 4.4997 -2.0704 0.047 -0.141 -0.098 0.0348
C -0.6423 -3.5091 -2.6434 0.135 -0.761 -0.072 -0.2165
H -0.9334 -4.3469 -1.9890 0.440 0.427 0.096 0.0643
H -0.2349 -3.9567 -3.5558 0.099 0.170 0.016 0.0511
H -1.5933 -3.0245 -2.9149 0.142 0.591 0.087 0.0097
C 2.3212 -2.8076 -2.2928 -0.074 -0.322 0.258 -0.1776
H 2.8710 -1.8541 -2.3938 -0.319 -0.418 0.111 0.0579
H 2.2867 -3.2888 -3.2879 0.284 0.086 0.500 0.0624
H 2.8726 -3.4007 -1.5458 -0.554 -0.141 -0.374 0.0608
Ca -1.8708 0.4239 -3.3939 -0.617 -0.947 2.757 1.0366
C -0.0567 1.5401 -5.3643 1.152 0.707 0.459 -0.2178
C -1.4383 1.4624 -5.2819 -2.038 0.943 -1.628 -0.5062
C -2.3185 0.8683 -6.3418 0.092 -0.423 -0.594 -0.2430
C -1.7973 -0.5218 -6.7914 -1.015 1.288 -0.432 -0.2083
C -1.0894 -1.2667 -5.7266 0.994 -1.240 -0.899 -0.2278
C 0.2405 -1.4721 -5.8741 0.339 0.098 0.411 -0.1535
C 1.2184 -0.4617 -6.4722 -0.317 -0.437 -0.893 -0.1860
C 0.6974 0.9913 -6.5345 0.520 0.546 -0.222 -0.2233
C 0.3374 -2.1934 -0.1729 -0.130 0.067 0.795 -0.1910
H 0.4307 2.3274 -4.7638 -0.188 -0.455 -0.522 0.0572
H -2.0563 2.2670 -4.8791 0.392 0.779 0.285 0.0629
H -2.3210 1.5205 -7.2316 -0.345 -0.040 -0.006 0.1066
H -3.3693 0.8043 -5.9713 0.548 -0.016 -0.261 0.0989
H -2.6605 -1.1164 -7.1157 0.100 -0.126 -0.011 0.1109
H -1.1616 -0.3769 -7.6873 -0.300 -0.377 0.636 0.1098
H -1.6900 -1.7808 -4.9489 0.078 -0.415 -0.676 0.0439
H 0.7139 -2.4006 -5.5198 -0.102 0.435 0.634 0.0892
H 1.4295 -0.7348 -7.5304 0.244 -0.067 0.502 0.1117
H 2.2038 -0.4738 -5.9389 -0.795 -0.245 -0.185 0.1076
H 1.5860 1.6236 -6.6732 -0.062 -0.126 -0.072 0.1056
H 0.1131 1.1347 -7.4596 0.172 -0.098 0.274 0.1004
H 0.9726 -1.3814 0.1933 -0.083 -0.017 -0.023 0.0696
H 0.6063 -3.1198 0.3652 -0.066 0.295 -0.419 0.0734
H -0.7012 -1.9437 0.0672 0.101 0.075 -0.157 0.0607
O -1.0799 0.9524 1.2520 -0.724 -0.385 -1.318 -0.0310
C -1.5788 0.8053 0.1558 -0.027 0.077 -0.640 -0.6361
N -2.0446 0.6763 -0.9566 0.865 -0.079 1.413 -0.0898
```
Positions in Å, forces in eV/Å.

- Which value of electronic energy does entry 3 give?
  -2118.2641 a.u.